# 1
The following is a DFT calculation (the ωB97M-V functional and the def2-TZVPD basis) of the molecule C7H13F in a non-equilibrium geometry.

Element x y z (Å)
C: -0.20529 2.01531 -0.00861
C: -0.22600 0.58209 0.37559
C: 1.09018 -0.15644 0.64524
C: 2.17280 0.12737 -0.45125
F: 3.20733 -0.70139 -0.08248
C: 0.27373 -1.52175 0.28895
C: -0.78756 -0.61540 -0.43661
C: -2.24455 -0.91259 -0.20956
H: 0.30122 2.54236 0.89122
H: -1.21852 2.38247 -0.22635
H: 0.43038 2.17119 -1.01289
H: -0.79763 0.63175 1.31184
H: 1.49141 -0.16039 1.58027
H: 2.52137 1.19946 -0.34910
H: 1.78084 -0.13814 -1.48321
H: 0.86426 -2.23785 -0.29531
H: -0.17317 -1.93167 1.26715
H: -0.61227 -0.40051 -1.46023
H: -2.71602 -0.08168 -0.62500
H: -2.55210 -0.92074 0.88504
H: -2.60043 -1.87347 -0.60470

Forces on atoms 1 to 2 (eV/Å):
C 2.03 1.21 -1.75
C -0.60 -0.47 1.44

Summary:
ΔE to the lowest compared entry with this formula, charge and spin = 1.1043 eV
Frontier orbital gap = 11.31 eV
HOMO = -0.3753 Eh
M = 116.2 g mol⁻¹

# 2
The following is a DFT calculation (the ωB97M-V functional and the def2-TZVPD basis) of a cluster of 2 separate species, C5H11N2O5S in total in a non-equilibrium geometry.

Element x y z (Å)
C: 1.14925 2.79900 -0.26345
C: -0.14973 0.61532 1.70036
C: -1.66824 0.98558 -0.14496
C: 0.88089 1.13850 -0.39445
C: 0.30507 -2.11839 0.30632
N: 1.40956 -1.57626 -0.19551
N: -0.34913 0.75514 0.31019
O: 2.36918 3.00033 -0.20004
O: -0.63245 -3.92079 -1.40620
O: 0.21172 3.55871 -0.31473
O: -2.18380 -2.26962 -0.53721
O: -0.38220 -1.51937 -2.07772
S: -0.89928 -2.46768 -1.09162
H: -0.77910 -0.36011 1.91206
H: 0.91645 0.52646 1.90321
H: -0.47610 1.47826 2.25182
H: -2.03016 2.04168 -0.04692
H: -1.63679 0.70272 -1.20557
H: -2.46892 0.29008 0.38173
H: 1.80983 0.68651 0.06766
H: 0.79577 0.73054 -1.43889
H: 0.25435 -2.47999 1.24253
H: 1.35077 -1.27139 -1.10485
H: 2.20308 -1.32524 0.34624

Forces on atoms 1 to 2 (eV/Å):
C 1.77 -2.45 -1.08
C -1.39 -1.91 0.24

Summary:
ΔE to the lowest compared entry with this formula, charge and spin = 1.5925 eV
Frontier orbital gap (spin up / spin down) = 5.51 / 5.51 eV
HOMO (spin up / spin down) = -0.1410 / -0.1410 Eh
Net charge = -1
M = 211.2 g mol⁻¹

# 3
The following is a DFT calculation (the ωB97M-V functional and the def2-TZVPD basis) of a structure of composition C26H25N2O4S2V in a non-equilibrium geometry.

Element x y z (Å)
V: 0.19531 -0.65671 1.23471
C: 3.07099 -2.44900 -0.42793
C: 3.04444 -2.00062 0.99347
N: 1.94475 -1.69796 1.67066
C: 2.23425 -1.33682 2.99342
C: 3.55050 -1.32716 3.28557
S: 4.44680 -1.83117 1.92163
C: 1.08087 -1.07009 3.86093
C: 0.98634 -1.09484 5.20420
S: -0.63626 -0.83005 5.66463
C: -1.13473 -0.70969 4.05785
N: -0.13070 -0.85163 3.20268
C: -2.55614 -0.48157 3.68859
H: 2.07115 -2.71290 -0.76811
H: 3.71216 -3.32312 -0.53583
H: 3.46345 -1.65885 -1.06917
H: 4.02924 -1.06981 4.21673
H: 1.76224 -1.26635 5.93264
H: -3.12156 -0.08532 4.52930
H: -3.01743 -1.42480 3.38802
H: -2.62254 0.22140 2.86090
C: -3.93181 -0.77564 0.30378
C: -2.53533 -0.53443 -0.29901
C: -2.39944 -1.46295 -1.53639
C: -1.47224 -1.08642 0.60597
C: -2.31197 0.93390 -0.63577
C: -2.48511 1.89752 0.35578
C: -2.27550 3.24144 0.09827
C: -1.89333 3.65189 -1.17466
C: -1.73228 2.70775 -2.17411
C: -1.94031 1.35742 -1.90640
H: -4.05177 -1.80637 0.64410
H: -4.67116 -0.58695 -0.47488
H: -4.14692 -0.09916 1.12822
H: -2.64591 -2.49070 -1.26876
H: -1.40234 -1.44464 -1.97921
H: -3.11341 -1.13508 -2.29214
H: -1.66895 -2.15335 0.83002
H: -2.78937 1.60517 1.35566
H: -2.41756 3.97033 0.88534
H: -1.74290 4.70229 -1.38486
H: -1.45540 3.01616 -3.17383
H: -1.81018 0.64857 -2.71209
O: 1.51230 2.88496 0.94762
C: 1.23679 1.94108 0.31210
O: 0.34013 0.93193 0.91439
C: 1.63941 1.50824 -1.02467
C: 2.37695 2.39551 -1.79398
C: 2.78502 2.06547 -3.08925
C: 2.42879 0.82390 -3.55103
O: 2.69518 0.28276 -4.75249
C: 2.11623 -1.03144 -4.76522
O: 1.50052 -1.22778 -3.47142
C: 1.70353 -0.08140 -2.78089
C: 1.28454 0.23514 -1.52498
H: 2.62544 3.36233 -1.37729
H: 3.35141 2.75329 -3.70042
H: 2.90138 -1.77000 -4.90777
H: 1.35456 -1.08333 -5.53942
H: 0.66789 -0.49037 -0.99515

Forces on atoms 1 to 2 (eV/Å):
V -1.01 -1.27 -0.22
C 0.00 0.03 0.02

Summary:
ΔE to the lowest compared entry with this formula, charge and spin = 0.2178 eV
Frontier orbital gap (spin up / spin down) = 6.60 / 6.49 eV
HOMO (spin up / spin down) = -0.5109 / -0.5109 Eh
Net charge = +2
M = 544.6 g mol⁻¹

# 4
The following is a DFT calculation (the ωB97M-V functional and the def2-TZVPD basis) of a cluster of 7 separate species, C45H49N6O19PS in total.

Element x y z (Å)
C: 6.30610 -0.09509 2.72709
C: 5.21990 -0.66652 1.82810
C: 5.29076 -2.17639 1.60175
C: 4.61480 -2.63679 0.30059
C: 5.33946 -2.00348 -0.90052
C: 3.07672 -2.45676 0.21149
O: 2.60854 -3.20551 -0.91152
C: 2.41319 -3.16485 1.40486
S: 0.72290 -2.73916 1.82315
O: 0.68043 -2.68985 3.25644
O: -0.18699 -3.59016 1.13800
O: 0.53570 -1.25949 1.28395
C: 1.77742 -0.52564 1.27519
C: 2.62923 -0.96640 0.08995
P: 1.73140 -0.55705 -1.45686
O: 0.47665 -1.22809 -1.75361
O: 1.53438 1.03163 -1.30080
O: 2.80706 -0.72088 -2.63458
H: 7.29109 -0.18293 2.26411
H: 6.35683 -0.64111 3.67326
H: 6.11536 0.95311 2.95534
H: 4.25134 -0.40865 2.26910
H: 5.28401 -0.15263 0.86994
H: 4.91615 -2.70646 2.48007
H: 6.34288 -2.46566 1.51457
H: 4.75847 -3.71762 0.21193
H: 6.38051 -1.80857 -0.64131
H: 5.35535 -2.67165 -1.76313
H: 4.91383 -1.05065 -1.21234
H: 3.10229 -2.95647 -1.70232
H: 2.95728 -3.03279 2.33439
H: 2.35012 -4.22028 1.13853
H: 1.51227 0.52749 1.22965
H: 2.28101 -0.69846 2.22991
H: 3.50138 -0.30710 0.07977
H: 2.24415 1.48165 -0.82073
H: 3.60503 -0.19341 -2.52121
O: -0.92464 -1.45040 -8.57956
N: -0.49372 -0.32111 -8.46158
O: -0.28253 0.43705 -9.38777
C: -0.20566 0.16532 -7.09785
C: -0.41209 -0.68738 -6.02811
C: -0.12927 -0.23078 -4.74944
C: 0.34516 1.06202 -4.56680
C: 0.54033 1.89915 -5.65797
C: 0.26581 1.45621 -6.94178
H: -0.78361 -1.68629 -6.20085
H: -0.27373 -0.87856 -3.89601
H: 0.56948 1.42090 -3.57125
H: 0.90648 2.90644 -5.50477
H: 0.40888 2.08789 -7.80542
O: 5.98681 1.99275 0.27979
N: 4.91314 2.50435 0.06624
O: 3.96206 1.89486 -0.41976
C: 4.72942 3.92269 0.39298
C: 5.80592 4.61609 0.91977
C: 5.63653 5.95807 1.21581
C: 4.41372 6.57472 0.98446
C: 3.34848 5.85559 0.45828
C: 3.49943 4.51295 0.15574
H: 6.74638 4.11377 1.08910
H: 6.46242 6.52286 1.62541
H: 4.29027 7.62465 1.21385
H: 2.39894 6.34025 0.27895
H: 2.68571 3.93800 -0.25861
O: -5.87852 1.95054 2.88659
N: -5.97411 0.82632 3.33385
O: -7.00009 0.35568 3.79207
C: -4.77252 -0.02539 3.32832
C: -3.58899 0.50229 2.84402
C: -2.46007 -0.30020 2.85292
C: -2.52613 -1.60073 3.33568
C: -3.73002 -2.10681 3.80960
C: -4.86941 -1.31836 3.81145
H: -3.56333 1.51493 2.47089
H: -1.52303 0.08738 2.47682
H: -1.63979 -2.21800 3.34266
H: -3.78195 -3.12128 4.18104
H: -5.81542 -1.69057 4.17470
O: 1.11478 7.38473 -6.59943
N: 0.41693 7.02335 -5.67491
O: 0.80602 6.87579 -4.53188
C: -1.00263 6.73512 -5.95634
C: -1.46197 6.85498 -7.25541
C: -2.79105 6.56127 -7.51498
C: -3.63141 6.16009 -6.48491
C: -3.14843 6.05342 -5.18739
C: -1.82114 6.34238 -4.91340
H: -0.78795 7.16837 -8.03847
H: -3.16849 6.64388 -8.52498
H: -4.66704 5.92762 -6.69465
H: -3.80395 5.74155 -4.38586
H: -1.42691 6.26137 -3.91182
O: 2.87706 -10.17983 -1.55810
N: 2.29555 -9.58167 -0.67478
O: 2.25933 -9.93292 0.48776
C: 1.58794 -8.33838 -1.03803
C: 1.59762 -7.93158 -2.35969
C: 0.92954 -6.76323 -2.69318
C: 0.27201 -6.03057 -1.71410
C: 0.27600 -6.46176 -0.39358
C: 0.94040 -7.62662 -0.04352
H: 2.11856 -8.51949 -3.10028
H: 0.92450 -6.42559 -3.72094
H: -0.24386 -5.11522 -1.97351
H: -0.23090 -5.87784 0.36164
H: 0.96352 -7.98210 0.97580
O: -9.61942 -1.56943 10.62365
N: -8.92923 -1.52413 9.62509
O: -8.07668 -2.33998 9.33712
C: -9.14081 -0.39627 8.69566
C: -10.08581 0.56039 9.01832
C: -10.26976 1.62127 8.14564
C: -9.51776 1.70596 6.98107
C: -8.57792 0.72994 6.67577
C: -8.38272 -0.33566 7.54082
H: -10.65651 0.46853 9.92998
H: -11.00192 2.38284 8.37807
H: -9.66400 2.53767 6.30429
H: -7.99668 0.79509 5.76695
H: -7.65866 -1.10849 7.33079

Forces on atoms 1 to 2 (eV/Å):
C 0.12 -0.39 0.23
C -0.06 0.16 0.17

Summary:
Frontier orbital gap = 7.79 eV
HOMO = -0.3611 Eh
M = 1041.0 g mol⁻¹

# 5
The following is a DFT calculation (the ωB97M-V functional and the def2-TZVPD basis) of the molecule C10H11BrOS in a non-equilibrium geometry.

Element x y z (Å)
C: -2.25050 1.53249 0.98168
C: -0.88276 1.00298 0.58431
C: -0.16324 2.11224 -0.04006
S: -0.05769 0.26453 2.03680
C: 0.68407 -1.00938 1.08596
C: 1.70354 -1.81901 1.47630
C: 2.04667 -2.92415 0.62290
C: 1.51322 -3.00078 -0.66124
C: 0.46595 -2.13761 -1.01974
C: 0.11556 -1.13784 -0.18243
C: -1.02264 -0.20318 -0.34769
O: -1.20506 0.18235 -1.91453
Br: -2.56988 -1.24962 0.08276
H: -2.82814 0.70593 1.47989
H: -2.81301 1.91718 0.16234
H: -2.38401 2.42636 1.66268
H: -0.05717 2.96843 0.53131
H: -0.57411 2.42596 -0.97699
H: 0.85623 1.85086 -0.32288
H: 2.21184 -1.57777 2.46980
H: 2.70797 -3.63229 0.88548
H: 1.75829 -3.81907 -1.52019
H: -0.08766 -2.13769 -1.99238
H: -0.69816 -0.49758 -2.36444

Forces on atoms 1 to 2 (eV/Å):
C -1.65 -0.03 2.40
C -1.69 0.03 0.36

Summary:
ΔE to the lowest compared entry with this formula, charge and spin = 0.8165 eV
Frontier orbital gap = 9.05 eV
HOMO = -0.3122 Eh
M = 259.2 g mol⁻¹

# 6
The following is a DFT calculation (the ωB97M-V functional and the def2-TZVPD basis) of a structure of composition C10H11GdIO5 in a non-equilibrium geometry.

Element x y z (Å)
C: 2.06916 -1.03971 1.10505
C: 2.28677 -1.62355 -0.40629
O: 2.27625 -0.56144 -1.36879
C: 0.90414 -0.18521 -1.77656
C: 0.60344 1.38251 -1.51328
C: -0.26277 1.48929 -0.17085
C: -1.55378 0.97882 0.16201
C: -2.51374 0.13616 -0.79168
C: -3.43612 -0.93010 -0.03188
O: -3.25179 -2.15000 -0.29318
I: -5.02824 -0.48413 1.38874
C: -1.74145 1.51817 1.65132
O: -2.33842 1.05413 2.64505
O: -0.96721 2.74929 1.66825
C: 0.28885 2.31460 1.09428
O: 1.45777 2.53803 1.45019
H: 3.07007 -1.16904 1.72062
H: 1.89794 0.08870 1.02090
H: 1.18570 -1.54102 1.67194
H: 1.55802 -2.48978 -0.65799
H: 3.33826 -2.11646 -0.40751
H: 0.75904 -0.41190 -2.88622
H: 0.19554 -0.80486 -1.11788
H: 0.10331 1.92435 -2.38426
H: 1.61458 1.89525 -1.29259
H: -3.19552 0.85849 -1.38095
H: -1.88967 -0.43934 -1.57603
Gd: 2.56988 -2.98124 2.47759

Forces on atoms 1 to 2 (eV/Å):
C 0.26 0.71 -0.56
C 0.87 -0.71 -0.49

Summary:
2S+1 = 8
Frontier orbital gap (spin up / spin down) = 5.93 / 5.20 eV
HOMO (spin up / spin down) = -0.6942 / -0.6936 Eh
Net charge = +3
M = 495.3 g mol⁻¹